{"formula": "C37H57Ge4NiS3", "method": "ωB97M-V/def2-TZVPD", "e_above_lowest_kcal_mol": 12.2, "orbital_gap_ev": [5.14, 5.29], "total_charge": 2, "s_squared": 0.769, "multiplicity": 2, "mol_weight_g_mol": 947.197, "e_tot_ha": -12453.93512, "elements": ["Ni", "C", "C", "S", "C", "C", "S", "C", "C", "S", "H", "H", "H", "H", "H", "H", "H", "H", "H", "H", "H", "H", "C", "C", "Ge", "C", "C", "C", "C", "Ge", "C", "C", "C", "C", "C", "C", "C", "C", "C", "C", "H", "H", "H", "H", "H", "H", "H", "H", "H", "H", "H", "H", "H", "H", "H", "H", "H", "H", "H", "H", "H", "H", "H", "H", "H", "H", "C", "Ge", "C", "C", "Ge", "C", "C", "C", "C", "C", "C", "C", "C", "C", "C", "C", "C", "H", "H", "H", "H", "H", "H", "H", "H", "H", "H", "H", "H", "H", "H", "H", "H", "H", "H", "H"], "coordinates": [[-0.666141, -0.897034, 0.487533], [-1.295595, -5.341082, 1.986521], [-0.547571, -4.421147, 2.939958], [-0.750847, -2.620796, 2.683894], [-2.530870, -2.335177, 2.898582], [-3.369465, -2.534744, 1.629975], [-2.377610, -2.278624, 0.123575], [-2.974814, -3.585731, -0.987344], [-2.594044, -4.989558, -0.508844], [-0.920848, -5.022706, 0.224765], [-2.371045, -5.252215, 2.129187], [-1.004377, -6.371231, 2.191704], [0.529044, -4.576838, 2.869599], [-0.867108, -4.624063, 3.963202], [-2.584797, -1.293965, 3.222062], [-2.887074, -2.969222, 3.709498], [-4.183559, -1.810613, 1.607721], [-3.796881, -3.533517, 1.568372], [-2.507438, -3.373654, -1.948133], [-4.055671, -3.475072, -1.080557], [-2.587640, -5.672465, -1.357129], [-3.289050, -5.376157, 0.233486], [0.468318, 1.272990, 5.053771], [-0.490914, 0.364291, 4.297469], [-0.314485, 0.611920, 2.292633], [-1.526212, 2.194743, 1.894061], [-1.488260, 3.303059, 2.932969], [1.516708, 1.272226, 2.050288], [2.373681, 0.737623, 1.171068], [1.662095, -0.791175, 0.076895], [1.904849, -0.903316, -1.926833], [3.266985, -1.222925, -2.533120], [1.959582, -2.598350, 0.914047], [3.373326, -3.138745, 0.699166], [3.789014, 1.096674, 1.028229], [4.352016, 2.200289, 1.680537], [5.705045, 2.463076, 1.575824], [6.527270, 1.643489, 0.812355], [5.982763, 0.559044, 0.141268], [4.630177, 0.293941, 0.253041], [0.277353, 1.190892, 6.124408], [0.338049, 2.319067, 4.778978], [1.503885, 0.989417, 4.871259], [-1.527279, 0.594878, 4.552443], [-0.301426, -0.675442, 4.557537], [-2.542127, 1.807871, 1.791662], [-1.214396, 2.566103, 0.920794], [-1.849942, 2.957747, 3.900761], [-2.143711, 4.112765, 2.608259], [-0.486660, 3.715395, 3.055172], [1.860217, 2.033510, 2.745053], [1.546846, 0.035508, -2.341333], [1.186630, -1.681593, -2.203034], [3.979255, -0.415771, -2.371807], [3.138957, -1.339428, -3.609883], [3.683878, -2.150560, -2.145082], [1.226749, -3.277808, 0.474856], [1.754484, -2.491231, 1.979207], [3.571617, -3.321489, -0.355672], [3.478737, -4.087023, 1.227715], [4.125096, -2.452738, 1.087968], [3.730239, 2.848265, 2.283436], [6.125108, 3.315031, 2.092725], [7.587350, 1.843718, 0.746682], [6.611983, -0.076519, -0.467041], [4.204487, -0.570776, -0.245418], [2.493446, 2.521652, -2.236706], [0.636217, 3.062054, -1.785894], [0.724793, 4.045100, -0.067994], [-0.174440, 4.148670, -3.231086], [-0.927751, 0.699968, -1.320136], [-2.733103, 1.539426, -1.090279], [-2.877662, 2.922147, -1.098966], [-4.129146, 3.505962, -0.982527], [-5.255197, 2.712157, -0.820161], [-5.124124, 1.332448, -0.791593], [-3.871832, 0.751565, -0.933619], [-0.994415, 0.031811, -3.200636], [-0.192852, 0.476141, -4.243214], [-0.316521, -0.076774, -5.509093], [-1.222620, -1.103423, -5.738582], [-2.012674, -1.572093, -4.699827], [-1.907900, -0.995401, -3.443305], [3.051382, 3.451627, -2.359915], [2.570809, 1.960924, -3.166540], [2.942590, 1.951307, -1.424574], [1.427514, 4.864397, -0.229097], [1.104754, 3.403293, 0.723946], [-0.230544, 4.470971, 0.233372], [0.493887, 4.994892, -3.396598], [-1.156637, 4.528743, -2.962426], [-0.261269, 3.584053, -4.156469], [-2.000645, 3.551170, -1.194208], [-4.219971, 4.583489, -1.013896], [-6.230468, 3.166755, -0.713872], [-5.996488, 0.705883, -0.657567], [-3.785796, -0.325719, -0.927451], [0.530733, 1.266488, -4.074459], [0.303183, 0.292322, -6.315150], [-1.317350, -1.533670, -6.725935], [-2.710321, -2.382846, -4.867386], [-2.553514, -1.328518, -2.639100]], "forces_ev_per_a": [[-0.94, -1.63, -0.10], [0.12, 0.15, -0.29], [-0.16, 0.05, -0.48], [-0.11, 0.12, 0.72], [0.42, -0.10, -0.19], [0.14, 0.11, -0.01], [-1.40, 0.01, -0.39], [0.27, -0.15, -0.01], [0.57, 0.12, 0.30], [-0.13, -0.45, -0.03], [-0.01, -0.06, 0.04], [-0.09, 0.02, 0.14], [0.01, 0.02, 0.07], [0.13, 0.06, 0.05], [-0.08, -0.04, 0.09], [-0.09, 0.08, 0.02], [-0.04, -0.09, 0.00], [0.06, -0.02, -0.02], [-0.03, 0.06, 0.01], [0.03, 0.10, -0.09], [-0.13, 0.02, 0.00], [-0.06, -0.02, -0.08], [0.12, 0.16, -0.29], [-0.29, -0.89, -0.45], [0.78, 2.94, 1.35], [-0.12, -0.96, -0.49], [0.22, -0.20, 0.20], [-0.14, -0.73, -0.30], [-0.55, -0.55, -0.19], [1.74, 0.33, -0.22], [-0.33, 0.03, 0.61], [0.03, -0.03, 0.17], [-0.23, 0.42, -0.15], [0.00, 0.17, -0.06], [0.47, 0.10, -0.10], [-0.14, -0.13, -0.07], [0.03, 0.07, 0.01], [-0.05, -0.06, -0.03], [0.13, 0.01, -0.06], [-0.32, 0.07, 0.22], [-0.02, -0.05, -0.01], [0.08, 0.03, 0.05], [0.03, 0.04, 0.06], [-0.03, -0.04, -0.09], [-0.08, 0.03, 0.09], [-0.04, 0.11, -0.12], [-0.07, -0.05, 0.03], [0.04, 0.08, 0.07], [-0.01, 0.00, -0.02], [0.00, 0.05, 0.05], [-0.02, 0.03, 0.05], [-0.06, -0.05, 0.07], [-0.04, 0.06, -0.11], [0.04, -0.03, -0.01], [0.02, -0.04, -0.02], [0.10, 0.02, -0.06], [-0.07, 0.01, 0.08], [0.00, 0.02, 0.00], [0.07, -0.03, 0.04], [0.03, -0.01, -0.02], [0.07, -0.07, -0.01], [0.01, 0.06, 0.00], [0.01, 0.00, 0.02], [0.01, 0.04, -0.02], [0.02, -0.03, 0.02], [0.16, -0.02, -0.05], [-0.53, 0.14, 0.02], [0.10, -0.74, 0.68], [-0.05, -0.08, -0.49], [0.04, -0.43, 0.29], [0.57, 3.58, -1.84], [0.02, -1.05, 0.48], [0.36, -0.04, -0.01], [0.00, 0.04, -0.06], [-0.02, 0.02, 0.02], [-0.02, -0.06, -0.02], [-0.08, 0.12, -0.03], [-0.40, -1.07, 1.04], [0.20, 0.19, 0.22], [-0.05, 0.08, -0.03], [0.03, -0.01, 0.00], [-0.13, -0.03, 0.05], [0.08, -0.01, -0.17], [0.05, 0.01, 0.03], [-0.02, -0.02, -0.01], [0.00, 0.02, 0.00], [0.03, 0.04, 0.05], [0.02, -0.01, -0.05], [-0.03, 0.01, -0.03], [0.07, -0.01, 0.04], [0.00, -0.01, 0.02], [0.01, -0.02, -0.02], [-0.10, 0.06, 0.05], [-0.02, 0.01, 0.01], [-0.01, 0.02, 0.00], [-0.03, 0.01, -0.04], [-0.09, 0.00, 0.02], [0.04, -0.05, -0.05], [-0.02, 0.01, -0.03], [0.04, -0.02, -0.01], [-0.05, 0.04, -0.06], [-0.07, -0.03, -0.08]], "mulliken_spin": [0.960, 0.000, 0.000, 0.016, -0.004, 0.000, 0.060, -0.006, 0.000, 0.008, 0.000, 0.000, 0.000, 0.001, -0.005, 0.001, 0.005, 0.000, 0.001, 0.005, 0.000, 0.000, 0.000, -0.001, -0.027, -0.004, -0.001, 0.002, 0.016, -0.013, -0.005, 0.000, -0.005, 0.002, -0.005, 0.005, -0.001, 0.000, 0.000, -0.002, 0.000, 0.000, 0.000, 0.000, 0.001, 0.002, 0.000, 0.000, 0.000, 0.000, 0.001, 0.000, 0.000, 0.000, 0.000, 0.000, 0.000, 0.000, 0.000, 0.000, 0.000, 0.000, 0.000, 0.000, 0.000, 0.000, 0.002, -0.006, 0.001, 0.001, 0.025, -0.006, -0.001, 0.000, -0.001, -0.001, -0.005, -0.004, -0.002, 0.000, -0.002, 0.001, -0.003, 0.000, 0.000, 0.000, 0.000, -0.001, 0.000, 0.000, 0.000, 0.000, -0.001, 0.000, 0.000, 0.000, -0.005, 0.000, 0.000, 0.000, 0.000, 0.000]}